Entry one
An isolated molecule of C8H9NO3. Source: OMol25; level of theory: wB97M-V/def2-TZVPD.

Summary:
structure (SMILES): [O-]/[N+](O)=C\OCc1ccccc1
total charge: 0
2S+1: 1
LUMO level: 0.029 Ha
Kohn-Sham gap: 8.993 eV

The geometry in XYZ format:
```
21
Properties=species:S:1:pos:R:3:nbo_charge:R:1
O 2.27 -2.78 -0.82 -0.520
N 1.90 -2.04 0.14 0.331
O 1.84 -2.61 1.36 -0.519
C 1.53 -0.73 0.12 0.202
O 1.77 -0.09 -1.05 -0.473
C 1.23 1.17 -1.05 -0.087
C -0.15 1.05 -0.58 -0.080
C -0.52 1.56 0.65 -0.203
C -1.67 1.23 1.29 -0.199
C -2.63 0.49 0.66 -0.205
C -2.34 -0.04 -0.55 -0.205
C -1.15 0.21 -1.22 -0.173
H 2.26 -3.41 1.13 0.488
H 1.54 -0.26 1.05 0.191
H 1.44 1.67 -2.12 0.216
H 1.94 1.71 -0.35 0.176
H 0.19 2.13 1.10 0.199
H -1.88 1.63 2.24 0.211
H -3.52 0.19 1.19 0.215
H -2.98 -0.73 -1.05 0.211
H -1.05 -0.33 -2.13 0.220
```


Entry two
An isolated molecule of C8H9NO3. Source: OMol25; level of theory: wB97M-V/def2-TZVPD.

Summary:
structure (SMILES): C/C(C=O)=C/C=C\C=C\[N+](=O)[O-]
total charge: 0
2S+1: 1
LUMO level: -0.028 Ha
Kohn-Sham gap: 8.664 eV

The geometry in XYZ format:
```
21
Properties=species:S:1:pos:R:3:nbo_charge:R:1
C -0.05 1.95 -0.72 -0.640
C 0.32 0.65 0.06 -0.103
C 0.33 0.60 1.57 0.376
O 1.12 -0.16 2.14 -0.535
C 0.92 -0.38 -0.60 -0.163
C 1.06 -1.70 0.10 -0.127
C -0.03 -2.49 0.21 -0.256
C -1.41 -1.92 0.05 -0.134
C -1.70 -0.82 0.75 -0.154
N -2.75 0.13 0.38 0.511
O -2.82 1.14 1.05 -0.375
O -3.39 -0.18 -0.61 -0.382
H 0.84 1.98 -1.49 0.220
H -0.05 2.85 -0.10 0.225
H -0.93 1.92 -1.33 0.232
H -0.30 1.35 2.13 0.162
H 1.28 -0.25 -1.58 0.220
H 1.97 -2.13 0.40 0.227
H -0.10 -3.51 0.38 0.220
H -2.17 -2.18 -0.77 0.241
H -1.22 -0.80 1.70 0.234
```


Entry three
An isolated molecule of C8H9NO3. Source: OMol25; level of theory: wB97M-V/def2-TZVPD.

Summary:
structure (SMILES): CN(O)C(=O)c1ccc(O)cc1
total charge: 0
2S+1: 1
LUMO level: 0.025 Ha
Kohn-Sham gap: 9.565 eV

The geometry in XYZ format:
```
21
Properties=species:S:1:pos:R:3:nbo_charge:R:1
C -2.11 1.83 -0.33 -0.411
N -2.29 0.37 -0.14 -0.147
O -3.70 0.20 0.13 -0.559
C -1.53 -0.75 0.12 0.621
O -2.10 -1.81 0.39 -0.640
C -0.04 -0.64 -0.01 -0.150
C 0.65 -0.32 -1.23 -0.185
C 1.99 -0.20 -1.22 -0.255
C 2.67 -0.27 0.02 0.310
O 4.03 0.03 0.03 -0.655
C 1.99 -0.67 1.17 -0.295
C 0.66 -0.93 1.16 -0.154
H -1.06 1.99 -0.38 0.216
H -2.53 2.38 0.61 0.213
H -2.66 2.08 -1.26 0.219
H -3.67 -0.74 0.22 0.489
H 0.10 -0.29 -2.19 0.230
H 2.59 0.04 -2.11 0.233
H 4.37 -0.37 0.74 0.469
H 2.50 -0.79 2.15 0.216
H 0.17 -1.15 2.12 0.234
```


Going by the computed energies, the most stable comes first: entry three, entry one, entry two.